Arrangement 1

The following is a quantum chemistry calculation of a cluster of 2 separate species, C5H14NO2 in total, from OMol25.

## Properties
- orbital gap (eV) = 6.748
- charge = -1
- E_HOMO (eV) = -3.05
- M (g mol⁻¹) = 120.17

CARTESIAN COORDINATES (ANGSTROEM)
N -0.77038 1.62742 1.81479
C -1.23691 -0.40837 0.20606
O 1.20381 -1.40088 -2.44846
H -0.74174 -1.01651 0.95296
H -2.10723 -0.92395 -0.22983
H 3.26704 -0.56923 -1.08238
H -1.17218 1.70436 2.72821
H -0.93522 -1.66590 -2.59240
C -0.36436 -0.26927 -1.11267
H -0.66557 0.44680 -1.87211
H 1.40624 2.09038 1.68248
H 0.89774 1.20847 2.93559
H -0.21450 -2.37595 -1.11494
O 2.78256 -1.17805 -0.50152
H 2.09015 -1.50409 -1.25812
H -1.40556 1.71145 -0.14840
H 0.85667 0.42805 1.30748
H -2.58338 1.23801 0.99858
C -0.05067 -1.63660 -1.92488
C 0.62954 1.34181 1.86829
H 0.64047 0.09826 -0.91140
C -1.52652 1.05378 0.70268

Arrangement 2

The following is a quantum chemistry calculation of a cluster of 2 separate species, C5H14NO2 in total, from OMol25.

## Properties
- orbital gap (eV) = 7.311
- charge = -1
- E_HOMO (eV) = -3.69
- M (g mol⁻¹) = 120.17

CARTESIAN COORDINATES (ANGSTROEM)
H -1.33188 -0.74023 -0.71405
H -0.03310 2.67642 -0.89474
C -1.13636 0.34642 -0.57971
O 0.58786 -2.12140 -0.93456
C 0.47713 -1.71447 0.35333
H 0.11883 3.81604 1.11873
H -0.93424 2.49529 1.62658
H -1.68850 0.80854 -1.42189
O -0.51764 -4.14593 -1.69326
N 0.27944 0.73034 -0.48722
C 0.13585 2.66620 1.23795
H -0.00702 -3.23832 -1.34400
H -1.80886 0.48373 0.32434
H 1.54704 2.12761 -0.29968
H 0.98962 0.17993 1.44173
C 0.44684 2.08423 -0.13499
H 0.73825 2.02672 2.00979
H 2.10342 -0.17893 0.00431
H -0.69056 -1.83124 0.82459
C 1.04152 -0.25737 0.36925
H 1.07589 -2.37006 1.03564
H -1.39353 -3.84352 -1.84215

Least stable: arrangement 2

Arrangement 1

The following is a quantum chemistry calculation of a cluster of 2 separate species, C5H12FN2 in total, from OMol25.

## Properties
- orbital gap (alpha / beta) (eV) = 8.131 / 3.512
- charge = +1
- E_HOMO (alpha / beta) (eV) = -12.92 / -10.53
- M (g mol⁻¹) = 119.16

CARTESIAN COORDINATES (ANGSTROEM)
C -2.05790 -1.62503 0.54954
H 4.33642 -0.29585 -2.23166
H -1.66878 -1.30682 1.56580
C -2.08694 -0.47024 -0.44035
H -3.00406 -1.96812 0.83656
H 5.50441 -0.13429 -0.94866
N 3.61168 -0.42096 0.82553
H 2.86875 -0.63397 1.36846
N 4.47286 -0.17247 -1.28326
H -2.63068 -0.74286 -1.32668
H -3.59170 0.04935 0.80163
H -1.47868 -2.46401 0.09051
C -0.64189 0.01557 -0.71930
C 3.52953 -0.30739 -0.45069
H -0.48540 0.81294 -1.50159
H -3.46834 1.24482 -0.64522
H 4.42514 -0.20171 1.39024
H -2.46364 1.35537 0.83394
C -2.99141 0.68215 0.16854
F 0.28708 -0.42886 0.11131

Arrangement 2

The following is a quantum chemistry calculation of a cluster of 2 separate species, C5H12FN2 in total, from OMol25.

## Properties
- orbital gap (eV) = 9.185
- charge = +1
- E_HOMO (eV) = -12.78
- M (g mol⁻¹) = 119.16

CARTESIAN COORDINATES (ANGSTROEM)
N -1.49141 1.67948 0.36082
H -1.95477 -2.63227 -0.64536
H 2.79075 0.18665 -0.62165
N 1.20254 0.86623 1.55344
H 1.02286 0.63169 2.46228
H -1.53250 2.46491 -0.21713
H -1.24414 -0.79707 1.03917
C -0.98035 -2.00120 -0.63692
H 1.38554 -0.38100 -1.63684
H 1.39530 1.25640 -1.06073
H 1.25232 -1.09626 0.93744
H -0.18276 -2.54350 -0.14444
H -2.15870 1.58336 1.14642
H 1.28705 1.79448 1.22060
C -0.96461 -0.71180 0.07928
F -0.96833 0.81795 -1.64908
C 1.73620 0.31058 -0.76949
C -1.18095 0.55756 -0.39233
C 1.26816 -0.02201 0.59260
H -0.68220 -1.96417 -1.61808

Least stable: arrangement 1

Arrangement 1

The following is a quantum chemistry calculation of a cluster of 2 separate species, C4H9N in total, from OMol25.

## Properties
- spin multiplicity = 2
- orbital gap (alpha / beta) (eV) = 5.673 / 5.857
- charge = -1
- E_HOMO (alpha / beta) (eV) = -1.26 / -1.48
- M (g mol⁻¹) = 71.12

CARTESIAN COORDINATES (ANGSTROEM)
N -0.79207 1.03946 0.21509
H -1.95874 -0.38604 -0.72177
C 1.48023 0.50369 1.07921
C 0.57916 0.56839 -0.03425
H 2.48538 0.98460 1.09176
H -2.67790 0.38759 0.65694
C -1.75197 -0.04659 0.29337
H 1.67250 -0.90472 1.35236
H -0.37795 1.02178 1.15610
H -0.17103 -1.07724 -1.27636
C 0.67800 -0.39105 -1.23362
H 0.60152 0.19116 -2.16847
H -1.37645 -0.93417 0.81522
H 1.60933 -0.95687 -1.22559

Arrangement 2

The following is a quantum chemistry calculation of a cluster of 2 separate species, C4H9N in total, from OMol25.

## Properties
- spin multiplicity = 2
- orbital gap (alpha / beta) (eV) = 4.944 / 6.623
- charge = -1
- E_HOMO (alpha / beta) (eV) = -0.52 / -2.25
- M (g mol⁻¹) = 71.12

CARTESIAN COORDINATES (ANGSTROEM)
C -0.53365 -0.53417 -1.61199
H -2.14097 0.96339 2.93949
H -1.45067 1.10912 1.23657
H -0.61760 1.85644 2.69503
H -1.11285 -1.44186 -1.40616
H -0.65945 0.15064 2.52859
H 1.62063 -0.25973 -2.89726
C 0.68454 -0.22287 -0.90372
H 1.60059 -0.42573 0.83876
N 0.79733 0.00852 0.38312
C 1.59385 -0.67840 -1.90639
C -1.23193 1.04568 2.29636
H -0.79866 -0.05852 -2.54825
H 2.24883 -1.51250 -1.64415

Arrangement 3

The following is a quantum chemistry calculation of the ion C4H9N with charge -1, from OMol25.

## Properties
- spin multiplicity = 2
- orbital gap (alpha / beta) (eV) = 2.619 / 7.608
- charge = -1
- E_HOMO (alpha / beta) (eV) = 1.46 / -3.63
- M (g mol⁻¹) = 71.12

CARTESIAN COORDINATES (ANGSTROEM)
C 1.18335 -0.95016 1.36216
H -1.64685 0.14607 -2.51474
C -1.17113 0.51556 -0.61152
C 1.03992 0.30392 0.59769
H 1.69171 -1.75624 0.85129
H 0.18845 -1.30294 1.69648
H -1.56837 1.00265 0.35975
N -2.04688 0.30596 -1.61079
C 0.13573 0.20618 -0.65748
H 2.08093 0.56778 0.30197
H 1.83863 -0.84975 2.21553
H 0.72983 1.05943 1.33127
H -2.99543 0.79878 -1.55966
H 0.54011 -0.04723 -1.76195

Least stable: arrangement 1

Arrangement 1

The following is a quantum chemistry calculation of a cluster of 2 separate species, C11H15N in total, from OMol25.

## Properties
- SMILES = Cc1c[nH]c2ccccc12.CC
- orbital gap (eV) = 8.820
- E_HOMO (eV) = -7.90
- M (g mol⁻¹) = 161.25

CARTESIAN COORDINATES (ANGSTROEM)
C -0.27737 -1.80412 -0.19079
C 0.54411 -3.00520 -0.45564
H 0.28657 2.38374 -1.36625
C -1.08005 1.25549 1.46562
C 0.12143 1.72377 1.97311
H 2.08581 1.14788 -3.58582
H 1.87310 1.80000 -1.29327
C 1.25879 -0.24910 1.23674
H 1.29025 -2.75746 -1.27652
H 2.12152 -0.88704 1.08408
C 1.32132 0.99353 1.86073
C 1.27799 1.85128 -3.28102
C -1.13585 0.04578 0.78637
C 0.93282 1.61844 -1.79670
H -3.03016 -0.07904 -0.09026
C 0.07358 -0.65913 0.61111
H 0.01873 2.65284 2.50265
H 1.71503 2.83532 -3.44798
N -2.14813 -0.53022 0.05666
C -1.59406 -1.68880 -0.53565
H 0.52475 1.71148 -4.04706
H 1.24272 -3.26346 0.33896
H -1.96302 1.84367 1.68395
H 2.20953 1.55808 2.03704
H 0.04350 -3.80336 -0.93817
H 0.51627 0.68083 -1.44794
H -2.28641 -2.46227 -0.82177

Arrangement 2

The following is a quantum chemistry calculation of a cluster of 2 separate species, C11H15N in total, from OMol25.

## Properties
- SMILES = Cc1c[nH]c2ccccc12.CC
- orbital gap (eV) = 8.716
- E_HOMO (eV) = -7.81
- M (g mol⁻¹) = 161.25

CARTESIAN COORDINATES (ANGSTROEM)
C 0.14339 -1.27888 -1.97096
N 0.55877 1.50729 0.16456
C 1.29406 -0.88963 0.55574
H 0.99913 -3.23682 -1.90574
H -2.64028 1.77888 -2.47785
C -0.59997 1.19327 -1.73780
H 1.60010 -0.60674 1.55684
H -0.39154 -1.41802 -2.89317
H -0.74966 0.20627 2.30605
H 2.02135 -2.88915 0.26788
C -1.65437 1.41158 -2.77336
H -0.12485 -1.42260 4.02598
C 1.46775 -2.05095 -0.14469
H -1.31102 -0.72342 5.15712
H -1.25337 1.81987 -3.69864
C 0.79371 0.19996 -0.18403
H -2.04700 0.40477 -3.02119
H 0.20401 0.12809 4.88173
C -1.23844 0.26649 3.28190
H -0.76676 3.03994 -0.59776
C 0.05323 -0.02327 -1.36135
H -1.36593 1.32648 3.51419
H -2.25393 -0.04271 3.01518
C -0.54895 -0.49806 4.41046
C 0.90352 -2.28208 -1.41813
H 0.93001 1.96980 0.97470
C -0.27932 2.09014 -0.75358

Least stable: arrangement 1